ORCA calculation (ωB97M-V with the def2-TZVPD basis set) on a structure of composition C48H53AsN4PPtS2Si3 in a non-equilibrium geometry.

```
113
Properties=species:S:1:pos:R:3:forces:R:3
Pt -0.0273 0.4474 -0.0150 0.673 -1.143 2.596
C 3.0515 2.1409 2.7611 -0.068 0.019 -0.017
C 2.0422 2.0118 1.7948 -0.074 0.125 0.007
N 1.2795 0.9438 1.7088 -0.204 0.614 -0.558
C 1.5063 -0.1241 2.5402 -0.037 0.058 -0.162
C 2.5104 -0.0778 3.5213 0.088 0.010 0.041
C 3.2746 1.1069 3.6244 -0.042 -0.024 0.006
C 2.7431 -1.2247 4.3129 0.029 -0.014 0.053
C 2.0309 -2.3652 4.0649 -0.064 0.060 -0.102
C 1.0380 -2.4193 3.0652 0.005 -0.047 0.127
C 0.7364 -1.2995 2.3155 0.057 0.147 -0.243
N -0.1431 -1.1720 1.2790 -0.278 -0.089 0.046
C -1.0895 -2.1028 0.8774 0.327 0.346 0.003
C -1.7293 -3.0610 1.6329 -0.006 -0.214 -0.096
C -2.6403 -3.9527 1.0261 0.099 0.131 0.000
C -2.8981 -3.9026 -0.3155 -0.074 -0.103 -0.015
C -2.2924 -2.9033 -1.1093 -0.001 -0.081 -0.170
C -2.4939 -2.7718 -2.5059 -0.070 -0.113 0.154
C -1.8785 -1.7691 -3.1858 0.193 0.136 -0.041
C -1.0770 -0.8442 -2.4908 -0.020 -0.319 -0.058
N -0.8733 -0.9396 -1.1943 -1.154 0.187 -0.593
C -1.4443 -1.9839 -0.4885 0.459 -0.028 0.022
H 3.6396 3.0471 2.7920 -0.020 -0.001 0.003
H 1.8602 2.7912 1.0666 0.025 -0.004 -0.011
H 4.0484 1.1714 4.3798 0.011 -0.014 -0.023
H 3.5079 -1.1933 5.0773 -0.001 -0.009 -0.008
H 2.2459 -3.2630 4.6292 -0.034 0.006 0.015
H 0.5493 -3.3589 2.8567 -0.012 0.005 0.052
H -1.5454 -3.1293 2.6937 0.035 -0.072 -0.003
H -3.1309 -4.6971 1.6394 0.031 -0.006 0.007
H -3.5634 -4.6162 -0.7833 -0.009 0.019 0.002
H -3.1291 -3.4834 -3.0191 -0.018 0.017 0.019
H -1.9905 -1.6515 -4.2539 0.012 -0.002 0.010
H -0.6109 -0.0185 -2.9956 0.041 0.087 -0.036
C -0.5368 1.4476 4.8267 0.029 -0.110 0.087
Si -1.2167 2.7457 3.6781 0.351 -0.204 0.086
C 0.0142 4.1206 3.3729 -0.004 0.154 -0.098
C -2.7461 3.4422 4.4668 -0.211 -0.035 -0.009
As -1.7720 1.7403 1.5917 -0.646 0.049 -0.912
Si -3.6887 0.4103 2.0418 0.019 -0.066 0.085
C -3.1724 -0.7722 3.3898 0.035 -0.028 0.176
C -4.1782 -0.4270 0.4513 -0.036 0.048 -0.170
C -5.1318 1.4224 2.6463 -0.054 0.139 0.077
Si -2.6473 3.6152 0.3390 0.256 -0.201 0.091
C -1.1620 4.6362 -0.1270 0.130 0.206 0.093
C -3.7324 4.7450 1.3468 -0.111 0.027 0.130
C -3.6488 2.8685 -1.0332 -0.070 -0.070 -0.143
H 0.1108 1.9229 5.5691 -0.033 -0.025 0.016
H 0.0422 0.6760 4.3244 0.033 0.001 0.018
H -1.3501 0.9506 5.3596 0.014 0.010 -0.003
H 0.7777 4.1118 4.1545 -0.020 0.024 -0.004
H -0.4932 5.0881 3.4089 0.018 -0.009 0.021
H 0.5175 4.0592 2.4103 0.001 -0.009 0.017
H -2.4065 4.0573 5.3066 -0.042 -0.024 0.017
H -3.3891 2.6552 4.8632 0.048 0.006 0.042
H -3.3477 4.0674 3.8136 0.009 0.036 0.030
H -2.1094 -1.0118 3.3567 -0.016 -0.006 -0.028
H -3.7387 -1.7033 3.3138 0.006 0.004 0.037
H -3.3797 -0.3347 4.3702 -0.010 0.003 -0.027
H -3.3599 -0.4908 -0.2617 -0.013 0.015 -0.029
H -4.9843 0.1281 -0.0331 -0.018 -0.030 0.035
H -4.5330 -1.4411 0.6515 0.003 0.003 -0.013
H -5.0642 1.6326 3.7140 -0.022 0.011 -0.019
H -6.0497 0.8534 2.4726 0.017 -0.011 0.031
H -5.2338 2.3731 2.1250 -0.061 -0.059 -0.052
H -0.7983 5.1533 0.7648 -0.029 0.025 -0.014
H -1.4399 5.4050 -0.8533 -0.061 0.031 0.225
H -0.3507 4.0520 -0.5527 0.003 0.022 0.018
H -3.1717 5.2633 2.1250 0.009 0.053 -0.055
H -4.5847 4.2513 1.8108 -0.013 0.059 -0.014
H -4.1255 5.5059 0.6647 0.018 -0.012 0.001
H -3.1008 2.0916 -1.5662 -0.011 0.013 0.010
H -3.9429 3.6342 -1.7568 -0.002 -0.006 0.024
H -4.5616 2.4309 -0.6208 -0.014 0.035 -0.028
N -2.2002 5.8795 -8.0732 0.002 -0.002 0.004
C -1.9212 5.2903 -7.1274 0.022 -0.055 0.099
C -1.5711 4.5506 -5.9402 -0.057 0.140 -0.198
C -1.2915 3.1919 -6.0308 0.021 -0.088 0.015
C -0.9552 2.4847 -4.8912 0.002 0.035 -0.129
C -0.8942 3.1190 -3.6522 -0.023 -0.121 0.165
C -1.1761 4.4843 -3.5765 0.044 0.078 0.011
C -1.5116 5.1993 -4.7108 0.010 -0.036 0.056
C -0.5725 2.3596 -2.4704 0.087 0.301 0.004
C -0.3349 1.7655 -1.4441 0.552 0.549 -0.331
H -1.3412 2.6975 -6.9915 0.015 0.001 0.011
H -0.7271 1.4333 -4.9630 0.046 -0.146 -0.021
H -1.1178 4.9863 -2.6222 0.013 -0.059 -0.192
H -1.7312 6.2565 -4.6505 0.017 0.001 -0.001
S 2.0939 -2.0425 -3.4908 -0.389 0.010 0.064
P 2.8859 -0.5200 -2.5897 -0.232 -0.073 0.078
S 2.1990 0.0879 -0.6662 0.482 -0.421 -0.665
C 4.6142 -0.8187 -2.1348 0.142 0.045 0.242
C 5.5464 -0.8082 -3.1731 -0.031 0.031 0.014
C 6.8782 -1.0765 -2.9105 0.024 0.000 0.002
C 7.2907 -1.3563 -1.6137 0.030 0.007 0.011
C 6.3682 -1.3736 -0.5802 -0.019 0.029 -0.047
C 5.0297 -1.1081 -0.8381 0.069 -0.069 -0.025
C 2.9921 0.9677 -3.6174 -0.058 0.273 0.129
C 3.4315 2.1711 -3.0613 -0.040 -0.038 0.078
C 3.6034 3.2873 -3.8584 0.001 0.002 -0.042
C 3.3495 3.2095 -5.2240 0.004 0.072 0.031
C 2.9160 2.0193 -5.7796 -0.058 -0.073 -0.041
C 2.7333 0.8977 -4.9778 -0.074 -0.079 -0.087
H 5.2292 -0.5983 -4.1879 0.002 0.024 0.017
H 7.5984 -1.0621 -3.7179 -0.012 -0.020 -0.002
H 8.3335 -1.5637 -1.4115 -0.003 0.004 -0.008
H 6.6880 -1.5928 0.4302 -0.010 -0.019 -0.005
H 4.3128 -1.1402 -0.0294 0.041 -0.037 -0.001
H 3.6378 2.2305 -1.9995 -0.002 -0.014 0.003
H 3.9427 4.2176 -3.4216 0.006 -0.010 0.001
H 3.4974 4.0791 -5.8519 -0.018 -0.009 0.009
H 2.7220 1.9574 -6.8420 -0.003 -0.015 -0.018
H 2.4029 -0.0431 -5.4027 -0.003 0.031 -0.012
```
Forces are in eV/Å.

Calculated values
DFT total energy in Ha: -6441.15874
Charge: +1
Relative energy (zero: lowest compared OMol25 entry of this formula, charge and spin) in eV: 1.9442
HOMO energy in eV: -9.8


ORCA calculation (ωB97M-V with the def2-TZVPD basis set) on a structure of composition C48H53CrN3OSSi2.

```
109
Properties=species:S:1:pos:R:3:forces:R:3
Cr 0.2664 0.2382 -0.3220 -0.330 0.016 0.198
C -1.6282 -0.6466 -0.5214 -0.059 0.049 0.075
Si -2.5225 0.2595 0.7882 -0.172 0.030 -0.100
C -1.4076 0.1941 2.3236 0.086 -0.022 0.063
N -0.0161 0.6318 2.0137 -0.303 0.182 -0.147
C 0.1359 2.1005 2.2061 0.007 0.110 0.020
C 1.1157 2.4716 3.3156 0.033 0.109 -0.056
C 0.8240 1.6814 4.5866 0.014 0.034 0.009
C 0.8568 0.1653 4.3073 -0.011 -0.036 0.010
C 0.9704 -0.1141 2.8132 0.151 -0.119 -0.155
C -2.7268 2.0700 0.2999 -0.021 0.006 0.061
C -2.4815 2.5075 -1.0009 -0.009 0.013 -0.060
C -2.6934 3.8332 -1.3670 0.023 -0.038 0.010
C -3.1299 4.7528 -0.4298 -0.007 0.059 -0.024
C -3.3778 4.3411 0.8730 -0.005 0.020 0.004
C -3.1869 3.0161 1.2229 0.017 -0.044 0.016
C -4.2179 -0.3779 1.2976 0.054 -0.038 0.060
C -4.3223 -1.6072 1.9544 0.003 -0.015 0.004
C -5.5538 -2.1476 2.2880 -0.018 -0.008 0.011
C -6.7176 -1.4657 1.9640 -0.038 -0.019 0.006
C -6.6396 -0.2482 1.3066 -0.019 -0.008 0.016
C -5.4014 0.2869 0.9800 -0.020 0.056 0.008
H -2.0490 -0.4746 -1.5174 -0.011 -0.014 -0.044
H -1.6923 -1.7192 -0.3252 0.096 -0.051 -0.039
H -1.3728 -0.8588 2.6215 0.026 -0.028 0.000
H -1.8068 0.7409 3.1868 -0.036 -0.028 0.036
H -0.8474 2.5170 2.4358 0.078 0.026 0.002
H 0.4572 2.5663 1.2642 -0.005 -0.007 0.068
H 1.0312 3.5460 3.4966 0.007 -0.019 0.016
H 2.1439 2.2953 2.9868 -0.021 -0.017 0.013
H -0.1597 1.9753 4.9627 -0.020 -0.011 -0.011
H 1.5419 1.9469 5.3642 -0.019 0.005 -0.007
H -0.0445 -0.3084 4.7002 0.004 -0.016 0.001
H 1.6975 -0.3126 4.8114 0.045 0.004 0.001
H 0.8367 -1.1763 2.6008 0.020 0.016 0.018
H 1.9674 0.1352 2.4385 -0.040 -0.019 0.069
H -2.1477 1.7983 -1.7514 0.010 -0.016 -0.007
H -2.5310 4.1460 -2.3885 0.045 0.029 -0.110
H -3.2767 5.7866 -0.7113 -0.004 0.030 -0.012
H -3.7280 5.0537 1.6073 -0.015 0.027 0.041
H -3.4079 2.7068 2.2387 -0.011 -0.030 0.054
H -3.4279 -2.1675 2.2021 0.068 -0.023 0.002
H -5.6080 -3.1018 2.7956 0.004 -0.025 0.013
H -7.6819 -1.8851 2.2198 -0.019 -0.007 0.005
H -7.5443 0.2857 1.0479 -0.027 0.021 -0.011
H -5.3617 1.2409 0.4690 0.018 0.048 -0.032
C -0.3928 -5.9375 0.4150 -0.042 -0.058 0.042
C -0.6588 -4.8042 1.1700 0.010 0.014 -0.018
C -0.0860 -3.5925 0.8159 0.009 0.000 0.030
C 0.7697 -3.4733 -0.2811 -0.024 -0.006 -0.043
C 1.0184 -4.6272 -1.0246 0.000 -0.004 -0.012
C 0.4450 -5.8458 -0.6844 0.012 0.015 -0.026
Si 1.5965 -1.8131 -0.6762 0.265 -0.032 -0.144
C 3.1436 -1.7986 0.4435 -0.040 -0.063 0.003
C 3.5149 -2.8804 1.2437 -0.040 0.007 0.043
C 4.6159 -2.8179 2.0888 0.008 0.002 0.011
C 5.3813 -1.6643 2.1516 0.028 0.004 0.029
C 5.0386 -0.5760 1.3607 0.026 -0.007 0.024
C 3.9347 -0.6486 0.5256 0.016 0.100 -0.081
C 2.2839 -1.9769 -2.4419 -0.025 0.000 0.016
C 1.4375 -1.7199 -3.5241 -0.062 0.006 0.020
C 1.8816 -1.8093 -4.8339 0.000 -0.007 -0.015
C 3.2022 -2.1485 -5.0945 0.014 -0.007 -0.045
C 4.0638 -2.4004 -4.0387 0.009 -0.004 -0.018
C 3.6052 -2.3171 -2.7304 0.037 -0.010 0.037
H -0.8417 -6.8860 0.6804 -0.007 -0.016 0.006
H -1.3173 -4.8648 2.0265 -0.031 -0.004 0.043
H -0.3171 -2.7117 1.4049 -0.009 0.052 0.033
H 1.6700 -4.5741 -1.8880 0.038 0.005 -0.042
H 0.6531 -6.7247 -1.2798 0.010 -0.039 -0.030
H 2.9281 -3.7897 1.2155 -0.033 -0.059 -0.016
H 4.8764 -3.6736 2.6983 0.008 -0.031 0.021
H 6.2393 -1.6133 2.8094 0.020 0.004 0.014
H 5.6324 0.3286 1.3971 0.023 0.036 -0.001
H 3.6904 0.2172 -0.0841 -0.018 -0.014 -0.010
H 0.4057 -1.4416 -3.3330 -0.031 0.012 0.012
H 1.2006 -1.6142 -5.6522 -0.028 0.011 -0.032
H 3.5560 -2.2172 -6.1153 0.009 0.000 -0.023
H 5.0944 -2.6673 -4.2339 0.042 -0.008 -0.002
H 4.2938 -2.5183 -1.9188 0.030 -0.011 0.050
C 4.6324 6.7698 -1.7071 -0.001 0.002 0.036
C 3.8936 5.4407 -1.6441 -0.014 0.037 0.007
C 3.1200 5.1895 -2.9320 -0.055 0.002 -0.064
N 2.5088 3.8571 -2.9841 -0.081 -0.296 0.249
C 1.6683 3.3698 -2.0445 -0.158 0.402 0.090
S 1.8031 1.7752 -1.5618 0.351 -0.173 -0.212
N 0.7445 4.2214 -1.4885 0.176 -0.129 0.051
C 0.1629 5.4144 -1.9640 -0.099 0.277 0.034
O -0.1803 6.2549 -1.1628 0.135 -0.316 -0.299
C -0.0968 5.5385 -3.4311 0.034 0.064 0.224
C -0.2056 6.8254 -3.9525 -0.020 -0.086 -0.092
C -0.5014 7.0002 -5.2945 0.019 0.006 0.107
C -0.7093 5.8930 -6.1050 -0.017 -0.037 -0.044
C -0.6235 4.6109 -5.5810 0.007 -0.012 0.056
C -0.3113 4.4292 -4.2425 0.015 0.078 -0.048
H 5.1584 6.9746 -0.7769 0.020 -0.010 0.038
H 3.9415 7.5945 -1.8824 -0.048 0.040 -0.007
H 5.3667 6.7744 -2.5121 0.044 -0.005 -0.054
H 3.2017 5.4400 -0.7978 -0.023 -0.013 -0.013
H 4.5931 4.6181 -1.4762 0.022 0.004 -0.031
H 3.7860 5.2445 -3.7945 0.001 0.000 0.022
H 2.3635 5.9555 -3.0904 -0.011 0.052 0.022
H 3.1197 3.1302 -3.3344 -0.074 0.034 0.004
H 0.4251 3.9686 -0.5622 -0.019 -0.023 -0.038
H -0.0614 7.6710 -3.2946 0.004 0.030 0.025
H -0.5800 7.9972 -5.7048 0.001 0.027 -0.018
H -0.9490 6.0293 -7.1505 -0.006 0.006 -0.038
H -0.8032 3.7510 -6.2113 -0.001 -0.009 -0.017
H -0.2555 3.4298 -3.8341 0.003 -0.066 0.040
```
Forces are in eV/Å.

Calculated values
DFT total energy in Ha: -4122.06501
Expectation value of S²: 6.105
Relative energy (zero: lowest compared OMol25 entry of this formula, charge and spin) in eV: 0.4564
HOMO energy (spin up / spin down) in eV: -6.6 / -6.8
Multiplicity: 5